A 2-piece molecular cluster, C3H10O3 overall at a distorted geometry. Source: the OMol25 dataset; level of theory: the ωB97M-V functional and the def2-TZVPD basis.

Each line ends with the natural charge from an NBO analysis.
Geometry (Å):
C -0.010 -1.294 -0.063  -0.065
O 0.033 -2.410 -0.956  -0.722
C -0.056 -0.001 -0.830  -0.454
C -0.342 1.315 -0.254  -0.071
O 0.017 2.380 -1.176  -0.712
H 0.717 -1.494 0.711  0.177
H -1.006 -1.527 0.454  0.175
H 0.597 -2.227 -1.689  0.458
H -0.769 -0.237 -1.681  0.216
H 1.125 0.032 -1.125  0.197
H 0.345 1.435 0.609  0.161
H -1.366 1.339 0.125  0.170
H -0.538 2.289 -1.987  0.466
H 1.165 -0.224 2.748  0.476
H -0.037 0.787 2.434  0.472
O 0.228 -0.007 2.917  -0.945

The largest force on an atom is 4.24 eV/A. Its highest occupied orbital energy is -10.4 eV. The calculation puts the frontier orbital gap at 0.409 Ha. Its SMILES is OCCCO.O. Its LUMO energy is 0.7 eV. For the energy relative to the best compared isomer or geometry (same formula, charge and spin), the calculation gives 135.2 kJ/mol.

=====

A 3-piece molecular cluster, C3H10O3 overall at a distorted geometry. Source: the OMol25 dataset; level of theory: the ωB97M-V functional and the def2-TZVPD basis.

Each line ends with the natural charge from an NBO analysis.
Geometry (Å):
C 0.975 0.537 1.523  -0.637
C 0.078 -0.154 0.507  -0.294
C -0.179 0.363 -0.711  0.120
O -1.128 -0.098 -1.587  -0.728
H 1.916 -0.004 1.670  0.225
H 1.198 1.555 1.150  0.211
H 0.463 0.519 2.492  0.208
H -0.264 -1.153 0.774  0.198
H 0.381 1.220 -1.092  0.151
H -1.952 -0.140 -1.037  0.508
H 3.616 -0.779 -1.464  0.464
H 2.482 0.129 -1.237  0.469
O 3.308 -0.138 -0.812  -0.933
H -4.280 -0.746 -0.530  0.497
H -3.252 -0.523 0.653  0.493
O -3.361 -0.586 -0.299  -0.952

The largest force on an atom is 1.18 eV/A. Its highest occupied orbital energy is -8.5 eV. The calculation puts the frontier orbital gap at 0.327 Ha. Its SMILES is C/C=C/O.O.O. Its LUMO energy is 0.4 eV. For the energy relative to the best compared isomer or geometry (same formula, charge and spin), the calculation gives 86.3 kJ/mol.

=====

A 3-piece molecular cluster, C3H10O3 overall at a distorted geometry. Source: the OMol25 dataset; level of theory: the ωB97M-V functional and the def2-TZVPD basis.

Each line ends with the natural charge from an NBO analysis.
Geometry (Å):
O 2.176 2.166 0.349  -0.508
C 1.919 1.150 0.921  0.460
C 0.820 0.185 0.504  -0.536
C 0.922 -1.177 1.199  -0.616
H 2.436 0.799 1.840  0.093
H 0.814 0.039 -0.574  0.227
H -0.116 0.618 0.861  0.242
H 0.862 -2.052 0.562  0.218
H 0.241 -1.298 2.045  0.217
H 1.851 -1.230 1.786  0.202
H -1.312 1.063 -1.230  0.472
H -2.305 0.556 -2.291  0.468
O -2.124 0.569 -1.352  -0.938
H -2.012 -2.845 -0.717  0.459
H -2.121 -1.730 -1.693  0.464
O -2.608 -2.152 -1.022  -0.924

The largest force on an atom is 1.98 eV/A. Its highest occupied orbital energy is -10.1 eV. The calculation puts the frontier orbital gap at 0.394 Ha. Its SMILES is CCC=O.O.O. Its LUMO energy is 0.6 eV. For the energy relative to the best compared isomer or geometry (same formula, charge and spin), the calculation gives 75.9 kJ/mol.

=====

A 2-piece molecular cluster, C3H10O3 overall at a distorted geometry. Source: the OMol25 dataset; level of theory: the ωB97M-V functional and the def2-TZVPD basis.

Each line ends with the natural charge from an NBO analysis.
Geometry (Å):
O -1.739 -3.518 -2.163  -0.951
H -2.624 -3.800 -1.837  0.477
H -1.162 -4.303 -2.023  0.477
O 0.356 2.922 0.556  -0.715
O -0.847 -1.028 -0.016  -0.753
C 1.341 2.043 0.944  -0.058
C 0.088 0.050 -0.329  -0.061
C 0.655 0.657 1.017  -0.440
H -0.376 2.830 1.202  0.460
H -1.050 -1.533 -0.832  0.488
H 2.199 2.174 0.257  0.183
H 1.666 2.363 1.953  0.158
H -0.471 0.776 -0.951  0.175
H 0.918 -0.350 -0.943  0.158
H 1.295 -0.090 1.525  0.210
H -0.248 0.805 1.640  0.194

The largest force on an atom is 2.40 eV/A. Its highest occupied orbital energy is -9.9 eV. The calculation puts the frontier orbital gap at 0.389 Ha. Its SMILES is OCCCO.O. Its LUMO energy is 0.7 eV. For the energy relative to the best compared isomer or geometry (same formula, charge and spin), the calculation gives 73.2 kJ/mol.

=====

A 2-piece molecular cluster, C3H10O3 overall at a distorted geometry. Source: the OMol25 dataset; level of theory: the ωB97M-V functional and the def2-TZVPD basis.

Each line ends with the natural charge from an NBO analysis.
Geometry (Å):
C 0.759 0.022 0.664  -0.055
O -0.062 1.140 0.752  -0.710
C 0.676 -0.596 -0.716  -0.456
C 1.335 -1.972 -0.899  -0.057
O 1.303 -2.737 0.291  -0.714
H 0.430 -0.615 1.469  0.193
H 1.811 0.253 0.875  0.137
H 0.150 1.807 0.095  0.465
H 1.023 0.069 -1.489  0.199
H -0.394 -0.765 -0.892  0.206
H 2.361 -1.884 -1.202  0.152
H 0.854 -2.570 -1.663  0.179
H 2.104 -2.485 0.758  0.462
H -4.326 2.784 0.296  0.466
H -4.252 3.988 1.191  0.465
O -3.772 3.561 0.468  -0.931

The largest force on an atom is 1.95 eV/A. Its highest occupied orbital energy is -10.1 eV. The calculation puts the frontier orbital gap at 0.403 Ha. Its SMILES is OCCCO.O. Its LUMO energy is 0.9 eV. For the energy relative to the best compared isomer or geometry (same formula, charge and spin), the calculation gives 73.8 kJ/mol.

=====

A 4-piece molecular cluster, C3H10O3S overall at a distorted geometry. Source: the OMol25 dataset; level of theory: the ωB97M-V functional and the def2-TZVPD basis.

Each line ends with the natural charge from an NBO analysis.
Geometry (Å):
O -1.608 -2.250 0.914  -0.926
C -0.365 2.003 -0.652  -0.253
C -0.447 0.855 0.042  -0.210
C 0.348 -0.370 -0.057  -0.660
S 1.598 -0.443 -1.326  0.215
H 0.534 2.093 -1.266  0.195
H -1.069 2.809 -0.561  0.221
H -2.044 -2.825 0.285  0.461
H 0.996 -0.532 0.833  0.330
H -0.189 -1.349 -0.168  0.393
H 4.685 -0.001 0.336  0.468
H -3.723 -0.077 0.126  0.447
H -2.228 -1.424 0.825  0.500
O -2.965 -0.208 0.692  -1.021
H -1.367 0.683 0.599  0.299
H 3.648 0.273 -0.621  0.445
O 4.195 0.762 0.002  -0.904

The largest force on an atom is 3.78 eV/A. Its highest occupied orbital energy is -8.7 eV. The calculation puts the frontier orbital gap at 0.136 Ha. Its LUMO energy is -5.0 eV. For the energy relative to the best compared isomer or geometry (same formula, charge and spin), the calculation gives 680.2 kJ/mol.